1.
The following is a quantum chemistry calculation of the molecule C22H27N5 at a distorted geometry, from the OMol25 dataset.

Output
Charge: 0
Max |F|: 1.0 eV/A
Relative energy (zero: lowest compared OMol25 entry of this formula, charge and spin): 28.4 kcal per mole
Structure (SMILES): C=C(C)Cc1c(C)c(C#N)c2nc3ccccc3n2c1NCCCN(C)C
Multiplicity: 1

Geometry (Å):
C: 3.60 0.54 -0.38
C: 3.05 -0.33 -1.20
C: 3.78 -1.56 -1.67
C: 1.69 -0.14 -1.83
C: 0.75 0.73 -1.04
C: 0.14 1.84 -1.68
C: 0.33 2.11 -3.14
C: -0.63 2.73 -0.94
C: -1.25 3.85 -1.52
N: -1.75 4.76 -2.01
C: -0.83 2.50 0.44
N: -1.52 3.23 1.28
C: -1.46 2.57 2.46
C: -2.05 2.93 3.68
C: -1.90 2.08 4.75
C: -1.18 0.89 4.62
C: -0.59 0.52 3.43
C: -0.71 1.37 2.34
N: -0.28 1.35 1.02
C: 0.50 0.47 0.30
N: 1.08 -0.55 1.00
C: 0.95 -1.95 0.69
C: -0.40 -2.56 1.08
C: -1.56 -1.95 0.29
N: -1.29 -1.89 -1.14
C: -2.21 -0.99 -1.82
C: -1.34 -3.21 -1.75
H: 4.59 0.40 0.01
H: 3.09 1.44 -0.07
H: 3.25 -2.46 -1.36
H: 3.84 -1.57 -2.76
H: 4.79 -1.59 -1.26
H: 1.86 0.31 -2.81
H: 1.22 -1.11 -2.03
H: 0.06 1.24 -3.73
H: -0.29 2.95 -3.45
H: 1.37 2.36 -3.35
H: -2.61 3.85 3.74
H: -2.34 2.33 5.70
H: -1.09 0.24 5.48
H: -0.07 -0.43 3.40
H: 1.08 -0.38 2.00
H: 1.09 -2.09 -0.38
H: 1.75 -2.47 1.22
H: -0.60 -2.40 2.14
H: -0.35 -3.63 0.91
H: -2.48 -2.51 0.51
H: -1.72 -0.92 0.63
H: -2.12 0.00 -1.38
H: -1.93 -0.93 -2.87
H: -3.26 -1.32 -1.75
H: -1.11 -3.11 -2.82
H: -0.60 -3.86 -1.30
H: -2.33 -3.69 -1.65

2.
The following is a quantum chemistry calculation of the molecule C22H27N5O2, from the OMol25 dataset.

Output
Charge: 0
Max |F|: 0.9 eV/A
Relative energy (zero: lowest compared OMol25 entry of this formula, charge and spin): 38.0 kcal per mole
Structure (SMILES): CN1CCN(c2nc3ccccc3nc2[C@H](C#N)C(=O)OC2CCCCC2)CC1
Multiplicity: 1

Geometry (Å):
C: -2.43 1.28 -0.90
N: -2.17 2.70 -1.02
C: -1.50 3.08 -2.26
C: -0.02 3.43 -2.03
N: 0.57 2.58 -1.01
C: 1.07 1.38 -1.40
N: 0.88 1.03 -2.66
C: 1.35 -0.15 -3.09
C: 1.15 -0.55 -4.43
C: 1.58 -1.78 -4.84
C: 2.24 -2.65 -3.95
C: 2.46 -2.29 -2.66
C: 2.03 -1.03 -2.21
N: 2.31 -0.62 -0.95
C: 1.88 0.54 -0.55
C: 2.36 0.97 0.82
C: 3.67 0.40 1.07
N: 4.70 -0.04 1.29
C: 1.46 0.47 1.96
O: 1.33 1.05 3.00
O: 0.87 -0.66 1.62
C: 0.03 -1.30 2.60
C: 0.09 -2.80 2.34
C: -0.82 -3.54 3.32
C: -2.26 -3.03 3.19
C: -2.31 -1.52 3.45
C: -1.40 -0.78 2.48
C: -0.05 2.77 0.30
C: -1.51 3.27 0.12
H: -2.94 1.10 0.05
H: -1.53 0.65 -0.94
H: -3.09 0.97 -1.71
H: -1.57 2.25 -2.97
H: -2.01 3.95 -2.68
H: 0.09 4.46 -1.70
H: 0.55 3.28 -2.95
H: 0.63 0.12 -5.10
H: 1.42 -2.10 -5.86
H: 2.57 -3.62 -4.31
H: 2.97 -2.93 -1.96
H: 2.45 2.06 0.89
H: 0.43 -1.06 3.60
H: 1.12 -3.15 2.44
H: -0.22 -2.99 1.31
H: -0.79 -4.61 3.11
H: -0.47 -3.38 4.34
H: -2.90 -3.55 3.91
H: -2.63 -3.24 2.19
H: -3.33 -1.16 3.34
H: -1.99 -1.32 4.48
H: -1.41 0.29 2.69
H: -1.74 -0.94 1.45
H: 0.51 3.50 0.89
H: -0.07 1.83 0.83
H: -2.08 3.03 1.03
H: -1.52 4.36 0.00

3.
The following is a quantum chemistry calculation of a structure of composition C22H27N5OPS2Tl at a distorted geometry, from the OMol25 dataset.

Output
Charge: 0
Max |F|: 1.3 eV/A
Relative energy (zero: lowest compared OMol25 entry of this formula, charge and spin): 10.3 kcal per mole
Multiplicity: 1

Geometry (Å):
Tl: 0.23 2.10 -0.71
C: -1.11 -2.56 -1.58
C: -0.14 -1.43 -1.35
N: -0.57 -0.22 -1.24
N: -1.90 0.03 -1.49
C: -2.56 0.75 -0.64
S: -2.08 1.22 0.95
S: -4.18 1.25 -1.13
C: -4.28 0.59 -2.82
C: -3.62 1.41 -3.91
C: -3.11 2.68 -3.71
C: -2.57 3.40 -4.76
C: -2.53 2.85 -6.04
C: -3.05 1.58 -6.25
C: -3.58 0.86 -5.19
C: 1.29 -1.73 -1.23
C: 1.75 -2.95 -1.74
C: 3.05 -3.39 -1.57
C: 3.94 -2.59 -0.86
C: 3.53 -1.36 -0.38
C: 2.22 -0.87 -0.57
O: 1.90 0.30 -0.10
H: -2.10 -2.27 -1.25
H: -1.15 -2.80 -2.64
H: -0.80 -3.45 -1.03
H: -3.84 -0.40 -2.78
H: -5.35 0.50 -3.02
H: -3.15 3.11 -2.72
H: -2.17 4.39 -4.59
H: -2.10 3.41 -6.86
H: -3.04 1.15 -7.24
H: -3.97 -0.13 -5.36
H: 1.07 -3.57 -2.30
H: 3.37 -4.33 -2.00
H: 4.96 -2.92 -0.70
H: 4.25 -0.72 0.13
C: 1.92 1.08 5.17
N: 2.75 0.42 4.07
C: 2.32 -1.05 3.97
N: 0.92 -1.17 3.80
C: 0.21 -0.51 4.88
N: 0.54 0.91 4.95
C: 0.06 1.63 3.75
P: 0.79 1.06 2.09
C: 2.55 1.12 2.77
C: 0.47 -0.74 2.47
H: 2.18 2.14 5.18
H: 2.22 0.61 6.11
H: 3.74 0.45 4.33
H: 2.63 -1.52 4.91
H: 2.85 -1.49 3.13
H: 0.48 -0.98 5.82
H: -0.86 -0.62 4.71
H: 0.25 2.70 3.89
H: -1.03 1.51 3.69
H: 2.83 2.17 2.89
H: 3.20 0.68 2.02
H: 0.96 -1.36 1.72
H: -0.61 -0.90 2.39

no.,HOMO level (eV),Kohn-Sham gap (eV)
1,-7.60,7.7
2,-8.12,8.0
3,-6.77,6.3